C5H11NO2 | ωB97M-V/def2-TZVPD

Calculated values
charge = 0
orbital gap = 9.18 eV
molecular weight = 117.1 Da
energy above the lowest of the compared OMol25 structures with the same formula, charge and spin = 160.1 kcal per mole
total energy = -10942.3263 eV

Structure (XYZ):
```
19
Properties=species:S:1:pos:R:3:forces:R:3:nbo_charge:R:1
C -0.665 2.020 0.759 -0.232 -3.699 -0.259 -0.579
C -0.005 -0.514 -0.440 1.183 -5.219 -2.222 -0.493
C -0.048 2.865 -0.326 -0.005 -0.374 -0.284 -0.627
H -0.299 2.278 1.747 0.107 -0.183 0.153 0.203
H -1.748 2.059 0.772 -0.250 0.375 0.008 0.196
H -0.339 3.913 -0.233 0.035 -0.034 -0.011 0.214
H 0.946 -0.080 -0.164 -0.279 0.041 -0.187 0.270
H -0.758 -0.126 -1.112 0.227 0.246 0.241 0.248
H -0.520 0.670 0.535 -0.439 4.955 1.569 0.218
H -0.362 2.512 -1.313 -0.001 0.145 -0.014 0.198
H 1.038 2.805 -0.298 0.122 0.084 0.001 0.204
N 0.526 -2.336 1.237 0.076 -0.794 0.329 0.537
C -0.222 -2.013 0.008 0.021 2.120 -0.315 -0.152
C 0.514 -2.084 -1.251 -0.362 1.810 0.742 -0.405
O 1.670 -1.944 1.349 -0.232 0.141 -0.125 -0.382
O -0.054 -3.039 2.043 0.042 0.219 0.003 -0.365
H -1.242 -2.368 0.065 0.135 -0.030 0.152 0.248
H -0.015 -2.378 -2.144 -0.107 0.090 0.074 0.226
H 1.582 -2.240 -1.233 -0.041 0.106 0.143 0.241
```
Forces are in eV/Å.

C4H4F2N2 | ωB97M-V/def2-TZVPD

Calculated values
charge = 0
orbital gap (alpha / beta) = 6.68 / 8.94 eV
molecular weight = 118.1 Da
energy above the lowest of the compared OMol25 structures with the same formula, charge and spin = 140.2 kcal per mole
total energy = -12621.6335 eV

Structure (XYZ):
```
12
Properties=species:S:1:pos:R:3:forces:R:3:nbo_charge:R:1
C -2.072 0.779 -0.047 -0.424 2.014 -0.795 -0.172
C -1.485 -0.491 -0.154 0.029 0.912 -0.024 0.011
C 0.719 0.310 -0.021 0.138 1.377 -0.286 0.094
C 2.163 0.103 0.296 -2.615 -1.076 0.753 0.450
N -1.592 1.940 -0.027 1.408 0.381 0.650 -0.144
N -0.109 -0.664 -0.220 -0.495 -2.456 0.853 -0.543
F 2.878 1.099 -0.271 0.321 -0.681 0.781 -0.310
F 2.618 -1.118 -0.129 0.830 -0.211 -0.464 -0.363
H -3.116 1.021 -0.271 -0.763 -1.418 0.116 0.234
H -2.170 -1.243 -0.416 -0.102 -1.439 -0.170 0.203
H 2.105 -0.015 1.433 1.017 1.041 -1.089 0.155
H 0.062 -1.721 -0.174 0.657 1.556 -0.326 0.383
```
Forces are in eV/Å.

C34H33N2O5SV | ωB97M-V/def2-TZVPD

Calculated values
charge = +1
multiplicity = 4
orbital gap (alpha / beta) = 7.00 / 8.13 eV
molecular weight = 632.7 Da
energy above the lowest of the compared OMol25 structures with the same formula, charge and spin = 29.6 kcal per mole
total energy = -85529.0975 eV

Structure (XYZ):
```
76
Properties=species:S:1:pos:R:3:forces:R:3:lowdin_charge:R:1
V -0.972 -0.088 -0.808 -0.109 -0.384 0.087 0.834
O -0.323 3.942 0.522 -0.012 -0.091 -0.002 0.179
C -0.500 2.654 0.292 0.053 0.010 -0.235 -0.422
O -0.632 2.190 -0.838 0.045 0.103 0.137 0.022
C -0.513 1.787 1.487 -0.001 0.012 0.268 -0.194
C -0.346 2.180 2.802 0.003 0.187 -0.203 0.040
C -0.287 1.189 3.771 -0.009 -0.194 0.004 0.003
C -0.382 -0.146 3.398 0.064 0.095 0.094 0.048
C -0.556 -0.448 2.058 -0.133 -0.002 -0.119 -0.171
N -0.638 0.511 1.143 -0.007 -0.027 0.211 0.056
C -0.666 -1.857 1.478 0.008 -0.136 -0.074 -0.592
O -0.637 -2.810 2.232 -0.020 0.094 0.015 0.078
O -0.742 -1.870 0.191 -0.034 0.124 -0.003 -0.111
H -0.263 4.404 -0.328 0.005 0.021 0.002 0.149
H -0.242 3.226 3.051 0.004 -0.001 0.002 0.131
H -0.151 1.456 4.810 0.001 0.003 0.010 0.122
H -0.317 -0.955 4.112 0.003 -0.010 -0.014 0.135
C -0.842 -1.885 -2.947 -0.042 -0.004 0.016 -0.103
C -0.110 -2.942 -2.408 -0.007 0.013 0.002 -0.062
C 1.216 -2.759 -2.064 -0.001 0.008 -0.007 -0.055
C 1.824 -1.517 -2.235 -0.007 -0.001 -0.003 -0.079
C 1.111 -0.463 -2.781 -0.007 -0.024 0.019 -0.092
C -0.225 -0.654 -3.155 0.063 0.212 -0.071 -0.176
H -1.875 -2.041 -3.230 0.006 -0.006 -0.003 0.112
H -0.589 -3.895 -2.238 0.000 -0.008 0.004 0.124
H 1.778 -3.579 -1.639 -0.003 -0.007 0.003 0.119
H 2.859 -1.376 -1.953 0.005 -0.003 -0.002 0.099
H 1.589 0.495 -2.946 -0.003 0.000 0.003 0.119
H -0.744 0.151 -3.664 0.020 -0.015 -0.020 0.092
O 2.253 1.332 1.167 -0.004 0.087 -0.057 -0.486
S 2.715 -0.063 0.889 0.045 -0.021 0.037 0.998
C 2.885 -0.906 2.451 0.092 0.086 0.077 -0.388
C 3.450 -0.242 3.537 -0.039 0.002 -0.066 -0.064
C 3.537 -0.901 4.747 -0.013 -0.042 0.021 -0.064
C 3.064 -2.209 4.865 0.020 0.040 0.046 -0.065
C 2.498 -2.854 3.780 -0.032 -0.016 -0.016 -0.056
C 2.405 -2.198 2.557 -0.026 0.021 -0.037 -0.090
C 4.460 0.069 0.492 -0.026 -0.025 -0.056 -0.378
C 5.018 1.328 0.377 -0.018 0.003 0.013 -0.072
C 6.359 1.438 0.030 0.016 0.015 -0.002 -0.066
C 7.114 0.301 -0.207 -0.003 -0.002 0.000 -0.072
C 6.536 -0.959 -0.096 0.005 0.002 0.000 -0.069
C 5.202 -1.081 0.252 -0.011 -0.011 0.005 -0.084
H 3.802 0.775 3.422 0.004 0.006 0.000 0.119
H 3.976 -0.405 5.603 0.001 -0.002 0.003 0.109
H 3.133 -2.719 5.817 0.001 0.004 0.003 0.109
H 2.103 -3.855 3.883 0.001 -0.016 -0.015 0.116
H 1.927 -2.676 1.711 0.034 -0.039 0.011 0.107
H 4.403 2.198 0.569 0.000 0.004 -0.003 0.104
H 6.812 2.418 -0.054 0.005 -0.003 -0.003 0.109
H 8.157 0.392 -0.479 0.008 -0.001 0.001 0.108
H 7.128 -1.846 -0.276 0.003 -0.003 -0.003 0.110
H 4.748 -2.060 0.358 -0.007 -0.015 -0.004 0.113
C -5.374 2.224 -3.250 -0.024 -0.017 0.001 0.011
N -3.985 1.744 -3.488 -0.025 -0.017 -0.044 -0.168
C -3.002 2.593 -2.768 0.038 0.038 -0.004 -0.001
C -3.803 0.255 -3.156 -0.016 -0.029 0.032 -0.084
C -4.145 -0.063 -1.733 -0.034 0.073 0.046 -0.284
C -5.476 -0.420 -1.489 -0.006 0.010 0.005 -0.076
C -5.924 -0.636 -0.201 0.002 0.002 -0.021 -0.078
C -5.020 -0.485 0.842 0.004 0.005 0.019 -0.070
C -3.695 -0.171 0.579 0.008 -0.022 0.014 -0.107
C -3.174 0.031 -0.713 0.156 -0.063 -0.158 -0.117
H -5.454 3.243 -3.620 -0.001 0.004 0.012 0.106
H -5.571 2.184 -2.183 0.002 0.003 -0.002 0.110
H -6.071 1.577 -3.774 0.008 0.001 -0.006 0.108
H -3.803 1.831 -4.488 0.012 0.010 0.026 0.179
H -3.121 2.410 -1.704 0.003 0.007 0.002 0.090
H -3.190 3.636 -3.016 -0.006 -0.004 0.001 0.109
H -1.995 2.310 -3.064 -0.020 -0.017 0.012 0.092
H -2.762 0.049 -3.388 -0.009 -0.005 -0.013 0.082
H -4.450 -0.268 -3.862 0.020 -0.004 -0.013 0.136
H -6.164 -0.542 -2.320 -0.016 -0.003 -0.004 0.109
H -6.949 -0.924 -0.013 -0.013 0.000 0.004 0.106
H -5.344 -0.641 1.863 -0.003 -0.007 0.010 0.108
H -3.035 -0.111 1.437 -0.019 -0.010 0.003 0.081
```
Forces are in eV/Å.

F6N3Na2O12S6 | ωB97M-V/def2-TZVPD

Calculated values
charge = -1
orbital gap = 8.06 eV
molecular weight = 586.4 Da
energy above the lowest of the compared OMol25 structures with the same formula, charge and spin = 65.4 kcal per mole
total energy = -119189.0116 eV

Structure (XYZ):
```
29
Properties=species:S:1:pos:R:3:forces:R:3:nbo_charge:R:1
Na 0.747 -0.389 0.171 -0.530 0.100 1.201 0.923
Na 1.715 -0.155 -2.509 -0.265 0.206 -0.704 0.966
N 1.654 1.582 -0.917 2.316 0.082 1.498 -1.268
S 2.594 2.428 0.158 6.276 0.158 2.678 2.369
O 2.077 2.711 1.476 -0.558 0.261 -2.285 -0.822
O 3.687 3.244 -0.399 -3.089 -1.250 0.561 -0.851
F 3.367 1.100 0.440 1.038 -1.646 0.489 -0.522
S 0.694 2.730 -1.127 -10.735 5.074 -3.254 2.380
O 1.141 4.039 -1.556 1.103 -1.445 1.202 -0.860
O -0.529 2.754 -0.280 3.691 -0.723 -1.634 -0.850
F 0.128 2.205 -2.576 0.335 -0.622 0.597 -0.536
N -0.189 -0.717 2.282 0.965 -2.200 2.028 -1.236
S 0.208 -1.595 3.607 2.714 -3.261 1.476 2.430
O -0.519 -2.814 3.940 -0.787 2.390 -0.334 -0.899
O 0.841 -0.857 4.667 -0.889 -0.087 -1.088 -0.888
F 1.415 -2.377 2.913 1.114 0.734 -0.796 -0.531
S -1.684 -0.418 2.597 -4.332 3.744 -1.273 2.451
O -2.034 -0.170 3.980 0.436 -1.611 -0.896 -0.896
O -2.607 -1.031 1.661 1.273 0.434 1.741 -0.885
F -1.570 1.120 2.135 -0.441 -0.271 -0.642 -0.516
N -0.376 -1.061 -1.714 0.793 -3.775 -2.152 -1.246
S -0.684 -2.332 -2.817 4.062 -0.560 -5.749 2.361
O -0.778 -1.912 -4.233 -0.482 0.093 3.191 -0.880
O -1.370 -3.473 -2.424 -1.149 -1.226 1.293 -0.835
F 0.817 -2.852 -2.890 1.367 0.193 0.943 -0.532
S -1.874 -0.681 -1.802 -6.403 7.445 2.229 2.381
O -2.867 -1.608 -1.339 1.057 -0.067 -1.355 -0.830
O -2.141 0.234 -2.920 0.379 -2.175 1.840 -0.871
F -1.864 0.296 -0.521 0.742 0.005 -0.805 -0.504
```
Forces are in eV/Å.

C15H26NOPW | ωB97M-V/def2-TZVPD

Calculated values
charge = +2
multiplicity = 3
orbital gap (alpha / beta) = 6.91 / 5.23 eV
molecular weight = 451.2 Da
energy above the lowest of the compared OMol25 structures with the same formula, charge and spin = 0.0 kcal per mole
total energy = -30607.5265 eV

Structure (XYZ):
```
45
Properties=species:S:1:pos:R:3:forces:R:3:nbo_charge:R:1
C -0.488 2.220 -3.075 -0.184 0.256 -0.094 -0.128
C 0.208 1.026 -3.208 0.095 -0.162 0.312 -0.194
C 0.357 0.172 -2.115 -0.401 0.726 -0.121 -0.037
C -0.237 0.544 -0.887 -0.263 -0.878 1.001 -0.324
C -1.000 1.739 -0.757 0.440 0.163 -0.775 0.068
C -1.080 2.597 -1.860 -0.030 -0.238 0.001 -0.214
C 1.170 -1.067 -2.330 0.489 -0.367 -0.253 -0.478
C 1.665 -1.745 -1.062 -0.153 -0.384 0.128 -0.212
N 2.071 -0.875 0.134 -0.736 -0.387 -1.052 -0.469
W -0.274 -0.964 0.679 2.990 -1.157 -3.558 0.885
C -1.655 2.107 0.553 0.111 -0.293 0.404 -0.754
P -0.923 0.966 1.833 -1.532 2.488 1.252 1.128
H 0.705 0.738 -4.138 -0.323 0.288 0.138 0.242
H -1.614 3.554 -1.772 0.255 -0.522 -0.116 0.245
H -0.573 2.863 -3.953 -0.003 -0.045 0.342 0.252
H -2.754 1.948 0.575 0.556 0.035 -0.247 0.270
H -1.470 3.175 0.793 -0.103 -0.652 0.074 0.278
H 0.565 -1.829 -2.859 0.211 0.368 0.128 0.269
H 2.020 -0.872 -3.017 -0.408 0.086 0.479 0.263
H 0.771 -2.476 -0.772 1.395 0.818 0.315 0.184
C -2.165 0.835 3.196 0.423 -0.698 -0.549 -0.919
C 0.367 1.964 2.643 0.323 -0.292 0.097 -0.941
H 2.533 -2.417 -1.287 -1.078 0.363 0.019 0.270
C 2.675 0.474 -0.199 0.497 -0.463 -0.351 -0.410
C 3.128 -1.665 0.860 0.095 -0.225 0.187 -0.412
H -1.945 -0.682 0.356 -0.342 0.356 0.310 -0.043
H 3.769 0.308 -0.183 -0.663 0.582 -0.227 0.224
H 2.383 0.838 -1.194 0.052 -0.095 0.584 0.236
H 2.416 1.206 0.575 0.013 -0.266 -0.236 0.220
H 4.094 -1.174 0.672 -0.333 -0.398 0.402 0.228
H 2.929 -1.746 1.932 0.094 0.100 -0.254 0.235
H 3.198 -2.662 0.404 -0.100 0.187 0.599 0.218
H -0.163 2.718 3.270 0.485 -0.466 -0.460 0.278
H 0.972 1.288 3.279 -0.213 0.546 -0.214 0.267
H 1.003 2.454 1.890 -0.196 -0.104 0.382 0.260
H -2.461 1.866 3.491 0.081 -0.818 -0.118 0.277
H -3.008 0.224 2.807 0.327 0.585 0.543 0.252
H -1.650 0.288 4.019 -0.582 0.498 -0.355 0.268
H 0.834 -1.267 1.993 -1.009 0.407 0.256 -0.078
C -2.999 -2.912 0.147 -0.820 -0.296 0.127 -0.729
C -1.850 -2.245 -0.556 -0.211 -0.246 -3.652 0.460
O -1.641 -2.342 -1.770 -0.133 0.936 4.703 -0.291
H -3.615 -2.210 0.750 0.887 -0.253 -0.175 0.278
H -2.581 -3.718 0.800 -0.595 0.381 -0.580 0.287
H -3.688 -3.243 -0.659 0.594 -0.466 0.607 0.295
```
Forces are in eV/Å.

C11H33N11O22 | ωB97M-V/def2-TZVPD

Calculated values
charge = 0
orbital gap = 6.22 eV
molecular weight = 671.4 Da
energy above the lowest of the compared OMol25 structures with the same formula, charge and spin = 1227.5 kcal per mole
total energy = -73294.9220 eV

Structure (XYZ):
```
77
Properties=species:S:1:pos:R:3:forces:R:3:lowdin_charge:R:1
C 0.094 0.654 0.240 -7.586 -0.411 -7.749 -0.098
N -0.467 -0.172 -0.919 1.988 3.019 2.354 -0.126
O -1.284 -1.049 -0.649 6.292 8.232 3.053 -0.312
O -0.246 0.219 -2.052 -0.603 -3.295 4.231 -0.051
H 0.870 0.075 0.740 -5.825 1.960 2.265 -0.014
H -0.895 0.777 0.680 0.069 -1.323 -4.302 0.115
H 0.519 1.594 -0.113 -0.837 -2.275 0.232 0.098
C 1.723 0.666 2.404 -0.323 0.588 0.499 0.067
N 2.448 1.759 1.758 2.730 1.652 4.007 -0.350
O 3.421 2.201 2.386 -1.317 -0.156 -0.833 0.089
O 1.969 2.323 0.801 0.485 1.326 1.054 -0.048
H 1.510 0.996 3.421 0.527 -0.391 0.093 0.137
H 2.106 -0.336 2.209 0.881 1.154 1.449 0.126
H 0.776 0.670 1.866 2.948 0.149 1.924 0.027
C -1.662 -1.474 -2.541 -3.056 -8.832 2.097 0.009
N -2.499 -2.734 -2.605 -4.452 0.995 -0.256 -0.347
O -3.760 -2.676 -2.794 2.831 1.453 -0.271 0.033
O -2.067 -3.840 -2.352 1.445 -1.212 -1.076 0.022
H -1.383 -1.088 -3.521 -0.317 -8.879 0.974 -0.139
H -0.729 -1.696 -2.022 -0.971 -1.157 -3.076 0.092
H -2.145 -0.724 -1.914 -1.669 -0.544 -2.933 0.162
C 0.932 4.313 -0.427 -0.250 0.918 -1.131 0.098
N 0.252 3.208 -1.243 3.658 0.565 1.191 -0.353
O -0.851 3.274 -1.575 -4.742 1.085 -0.802 0.191
O 0.961 2.259 -1.547 -3.320 4.550 0.767 -0.205
H 0.340 5.223 -0.521 -0.240 -0.286 0.036 0.106
H 1.861 4.479 -0.973 0.091 -0.031 0.256 0.108
H 1.169 4.056 0.605 -0.417 -0.179 -0.552 0.076
C -0.397 3.578 3.095 0.116 0.251 -2.068 0.103
N -1.093 2.413 2.422 -0.323 0.436 1.057 -0.237
O -2.279 2.157 2.724 1.824 1.317 -1.734 0.069
O -0.451 1.750 1.566 -3.453 14.510 5.952 -0.123
H -0.406 4.167 2.178 0.230 0.974 0.355 0.089
H 0.662 3.375 3.255 -0.261 -0.401 0.407 0.099
H -0.925 4.134 3.869 -0.178 -0.808 0.014 0.111
C 2.794 1.459 -1.547 3.862 -3.492 -0.809 0.046
N 2.754 0.644 -0.293 4.571 0.542 -3.718 -0.297
O 3.803 0.558 0.410 -0.461 -0.050 0.116 0.016
O 1.757 0.018 -0.013 9.848 11.972 -12.228 -0.138
H 3.743 1.180 -2.006 0.375 0.283 0.005 0.112
H 2.708 2.504 -1.253 1.232 -0.910 -0.278 0.105
H 1.990 1.064 -2.167 1.443 -0.040 0.121 0.066
C 0.498 1.201 -3.740 -0.217 0.635 -2.482 0.037
N -0.517 0.401 -4.515 1.349 3.211 -0.449 -0.286
O -0.499 0.459 -5.707 0.232 -0.703 -1.640 0.131
O -1.359 -0.199 -3.863 -1.175 13.842 -9.064 0.089
H 0.664 2.200 -4.141 0.287 -0.609 -1.096 0.123
H 1.316 0.481 -3.708 0.458 0.672 -0.165 0.120
H 0.099 1.298 -2.730 0.816 1.610 -2.539 -0.005
C -1.987 -0.055 3.848 -0.948 -0.644 0.964 0.082
N -1.689 -0.200 2.428 -2.326 -2.314 0.064 -0.239
O -0.614 0.174 2.073 -2.022 -8.874 7.865 -0.106
O -2.459 -0.809 1.663 4.059 9.274 5.160 -0.035
H -3.027 -0.375 3.919 0.152 -0.003 0.484 0.114
H -1.878 0.992 4.129 0.097 -0.975 0.449 0.084
H -1.300 -0.720 4.371 -0.195 -0.022 0.079 0.120
C -2.507 -2.159 0.286 -5.128 -2.348 -0.824 -0.048
N -3.817 -2.216 1.042 2.104 -3.357 -0.932 -0.390
O -4.788 -2.438 0.408 -2.599 0.234 -1.268 0.118
O -3.744 -2.185 2.238 -2.723 -2.430 2.337 0.046
H -2.341 -1.104 0.067 -3.630 -1.778 1.219 0.068
H -2.608 -2.547 -0.727 -1.002 -0.989 1.670 0.099
H -1.708 -2.583 0.894 -1.188 0.788 -0.376 0.105
C 3.053 -2.704 -0.123 -0.567 -1.160 -1.752 0.084
N 2.055 -2.321 0.857 2.203 -2.428 1.853 -0.274
O 1.641 -1.135 0.775 -1.524 -16.687 5.867 -0.086
O 1.825 -3.087 1.751 0.673 0.994 0.922 0.158
H 3.904 -3.237 0.302 -0.378 0.188 0.191 0.131
H 3.320 -1.986 -0.898 0.034 0.650 0.833 0.113
H 2.387 -3.374 -0.667 0.740 -0.963 -0.244 0.086
C -0.214 -2.914 -0.712 1.802 -1.862 2.274 0.025
N -0.173 -4.012 0.386 -1.589 0.288 -3.338 -0.370
O -1.208 -4.265 0.956 0.388 -0.747 0.887 0.086
O 0.798 -4.685 0.425 2.073 -1.938 0.207 0.067
H -1.074 -3.097 -1.356 1.297 -1.124 1.162 0.038
H 0.681 -2.788 -1.322 0.300 -1.028 0.185 0.121
H -0.352 -1.966 -0.192 1.299 -2.661 0.808 0.056
```
Forces are in eV/Å.